Record 1
Below is a cluster of 2 separate species, C2H6ClPS in total in a non-equilibrium geometry, with properties calculated with the ωB97M-V functional and the def2-TZVPD basis.

Properties
HOMO energy (spin up / spin down) = -8.50 / -8.51 eV
Kohn-Sham gap (spin up / spin down) = 6.1 / 6.1 eV
energy relative to the best compared isomer or geometry (same formula, charge and spin) = 57.2 kcal per mole
total charge = 0

Atoms and positions in Å:
C (1.42968, 0.06001, -1.07133)
C (0.23052, -0.21488, -0.11198)
P (-0.62034, 1.32925, 0.64658)
S (-2.33460, -1.15953, 2.04407)
Cl (-1.72276, 1.95694, -0.92470)
H (1.55045, -1.03686, -1.33787)
H (0.96164, 0.63842, -1.87395)
H (2.24786, 0.60021, -0.61783)
H (0.55834, -0.74672, 0.76427)
H (-0.51584, -0.70024, -0.69541)
H (-1.78495, -0.72659, 3.17816)

Record 2
Below is a structure of composition C2H6CsO in a non-equilibrium geometry, with properties calculated with the ωB97M-V functional and the def2-TZVPD basis.

Properties
HOMO energy (spin up / spin down) = -3.53 / -10.74 eV
Kohn-Sham gap (spin up / spin down) = 3.6 / 11.0 eV
multiplicity = 2
energy relative to the best compared isomer or geometry (same formula, charge and spin) = 5.0 kcal per mole
total charge = 0

Atoms and positions in Å:
Cs (-10.24884, -7.95831, -14.45271)
C (-13.64053, -5.66813, -10.70557)
C (-12.14332, -5.81251, -11.04614)
O (-11.99869, -6.01361, -12.43019)
H (-14.13793, -6.63761, -10.67736)
H (-13.99298, -4.88097, -11.37211)
H (-13.75908, -5.24886, -9.70643)
H (-11.87089, -6.70157, -10.47742)
H (-11.60524, -4.95283, -10.64675)
H (-11.07712, -5.78132, -12.56564)

Record 3
Below is a structure of composition C2H6ErO2 in a non-equilibrium geometry, with properties calculated with the ωB97M-V functional and the def2-TZVPD basis.

Properties
HOMO energy (spin up / spin down) = -18.24 / -18.22 eV
Kohn-Sham gap (spin up / spin down) = 7.8 / 7.8 eV
multiplicity = 5
total charge = +2

Atoms and positions in Å:
C (0.66633, -0.42283, -0.88021)
C (0.96135, -0.96500, 0.50505)
O (0.23226, -0.42894, 1.50896)
H (0.33917, 0.09015, -1.96588)
H (-0.24977, -0.99562, -1.11680)
H (1.26851, 0.50417, -0.85836)
H (2.04105, -0.86861, 0.79632)
H (0.84367, -2.07907, 0.57662)
O (-1.89651, 1.97598, -0.02628)
H (-2.74732, 2.02698, -0.46224)
Er (-1.45875, 1.16279, 1.92282)

Record 4
Below is a cluster of 2 separate species, C2H6F2N2 in total in a non-equilibrium geometry, with properties calculated with the ωB97M-V functional and the def2-TZVPD basis.

Properties
HOMO energy (spin up / spin down) = -9.10 / -9.42 eV
Kohn-Sham gap (spin up / spin down) = 8.7 / 9.4 eV
energy relative to the best compared isomer or geometry (same formula, charge and spin) = 162.9 kcal per mole
total charge = 0

Atoms and positions in Å:
C (0.05643, 1.02244, -0.01464)
C (-0.07606, -1.40617, -0.08027)
N (-0.38211, -0.17900, -0.62180)
N (-2.67802, -0.07668, 0.33392)
F (-2.91170, 1.22642, 0.33662)
F (-3.52524, -0.69900, -0.56443)
H (0.98364, 1.51123, -0.29680)
H (-0.69124, 1.79191, -0.08308)
H (0.36713, 0.95827, 1.18226)
H (-0.15101, -1.45384, 1.05552)
H (-0.43868, -2.15292, -0.66090)
H (0.99773, -1.47261, -0.18462)

Record 5
Below is an isolated molecule of C2H6FN3 in a non-equilibrium geometry, with properties calculated with the ωB97M-V functional and the def2-TZVPD basis.

Properties
HOMO energy = -9.25 eV
Kohn-Sham gap = 10.2 eV
structure (SMILES) = [H]/N=C(\CF)NN
energy relative to the best compared isomer or geometry (same formula, charge and spin) = 48.1 kcal per mole
total charge = 0

Atoms and positions in Å:
C (-0.28484, -0.25602, 0.10437)
C (0.16637, 0.07703, 1.50852)
H (-1.30829, 0.12377, -2.43258)
H (-0.26174, -1.07852, -2.27291)
H (1.28725, 0.68365, -1.05594)
H (-2.10005, -1.18792, 0.86352)
H (0.08324, -0.82678, 2.29487)
H (-0.76441, 0.66852, 1.86319)
N (-0.12453, -0.05127, -2.36016)
N (0.43596, 0.20181, -1.00883)
N (-1.44357, -0.94000, 0.08341)
F (1.29998, 0.91305, 1.56240)

Record 6
Below is an isolated molecule of C2H6FNO in a non-equilibrium geometry, with properties calculated with the ωB97M-V functional and the def2-TZVPD basis.

Properties
HOMO energy = -9.41 eV
Kohn-Sham gap = 10.5 eV
structure (SMILES) = C[C@@H](F)ON
energy relative to the best compared isomer or geometry (same formula, charge and spin) = 61.4 kcal per mole
total charge = 0

Atoms and positions in Å:
C (0.41451, 0.94571, -1.00117)
C (0.15441, -0.30706, -0.08689)
N (-0.39184, -0.82579, 2.22440)
O (0.24021, 0.08441, 1.22318)
F (1.05823, -1.21908, -0.46354)
H (1.45543, 1.36730, -0.85888)
H (0.13048, 0.86845, -2.00522)
H (-0.14276, 1.70803, -0.51331)
H (-0.93377, -0.68192, -0.17160)
H (-1.39217, -1.05598, 1.83989)
H (-0.14997, -0.36108, 3.06262)

Record 7
Below is a structure of composition C2H6IN3S in a non-equilibrium geometry, with properties calculated with the ωB97M-V functional and the def2-TZVPD basis.

Properties
HOMO energy (spin up / spin down) = -7.67 / -7.67 eV
Kohn-Sham gap (spin up / spin down) = 7.1 / 7.1 eV
energy relative to the best compared isomer or geometry (same formula, charge and spin) = 93.7 kcal per mole
total charge = 0

Atoms and positions in Å:
C (1.32865, 1.29823, 0.34248)
C (0.05074, -1.06296, -0.04850)
N (-2.54388, -1.53676, 0.57873)
N (-1.74071, -0.63506, 0.52345)
N (0.11104, -0.62576, -1.34357)
S (1.15540, -0.31840, 1.16783)
I (-1.29026, 0.71976, -2.08833)
H (0.51907, 1.89537, 0.72437)
H (1.54382, 1.21046, -0.69479)
H (2.14079, 1.82227, 0.76571)
H (0.10193, -2.09806, 0.29782)
H (-3.42106, -1.21466, 0.76344)
H (0.00260, -1.27596, -2.09299)

Record 8
Below is a structure of composition C2H6INO in a non-equilibrium geometry, with properties calculated with the ωB97M-V functional and the def2-TZVPD basis.

Properties
HOMO energy = -8.42 eV
Kohn-Sham gap = 8.8 eV
energy relative to the best compared isomer or geometry (same formula, charge and spin) = 22.5 kcal per mole
total charge = 0

Atoms and positions in Å:
C (-0.32401, 1.20805, 0.07475)
C (-0.11890, -1.35883, -0.09032)
N (-0.93795, 0.03859, 0.55831)
O (1.19807, -1.15528, 0.19398)
I (-2.89640, -0.09546, 0.02553)
H (0.78282, 1.06930, 0.02382)
H (-0.62460, 1.36788, -0.97017)
H (-0.59348, 2.00872, 0.59183)
H (-0.40508, -1.28981, -1.17408)
H (-0.67345, -2.21276, 0.43587)
H (1.70545, -1.49076, 0.98280)

Record 9
Below is an isolated molecule of C2H6INO2S in a non-equilibrium geometry, with properties calculated with the ωB97M-V functional and the def2-TZVPD basis.

Properties
HOMO energy = -9.62 eV
Kohn-Sham gap = 8.6 eV
energy relative to the best compared isomer or geometry (same formula, charge and spin) = 16.7 kcal per mole
total charge = 0

Atoms and positions in Å:
C (-0.74975, 1.21458, 0.21597)
C (0.46169, -1.71241, 0.05783)
N (-1.59358, 0.10990, 0.53087)
O (-1.96390, -2.35505, -0.37007)
O (-1.16990, -0.61773, -1.82442)
S (-1.19146, -1.18144, -0.48045)
I (-3.69882, 0.30822, 0.28591)
H (0.15034, 0.81903, -0.37297)
H (-1.13900, 2.02500, -0.45285)
H (-0.44462, 1.69649, 1.25076)
H (1.08133, -0.84648, 0.08235)
H (0.28441, -2.22892, 1.02145)
H (0.86662, -2.59892, -0.61159)

Record 10
Below is a structure of composition C2H6INO2S in a non-equilibrium geometry, with properties calculated with the ωB97M-V functional and the def2-TZVPD basis.

Properties
HOMO energy = -9.58 eV
Kohn-Sham gap = 9.0 eV
energy relative to the best compared isomer or geometry (same formula, charge and spin) = 5.8 kcal per mole
total charge = 0

Atoms and positions in Å:
C (-1.13209, 1.12515, 0.64785)
C (-0.92909, -0.07303, -0.22781)
N (1.61732, -0.25262, -0.91138)
O (0.28992, -2.32854, -0.60464)
O (0.82875, -1.05902, 1.42075)
S (0.51853, -1.06732, 0.05042)
I (3.22082, 0.43141, 0.15949)
H (-1.44447, 0.98777, 1.78733)
H (-0.24409, 1.76883, 0.46699)
H (-1.87075, 1.90877, 0.29434)
H (-0.89357, 0.23994, -1.21350)
H (-1.77009, -0.85018, -0.04369)
H (1.80880, -0.83115, -1.82616)

Record 11
Below is a cluster of 2 separate species, C2H6INO3 in total in a non-equilibrium geometry, with properties calculated with the ωB97M-V functional and the def2-TZVPD basis.

Properties
HOMO energy (spin up / spin down) = -8.23 / -8.19 eV
Kohn-Sham gap (spin up / spin down) = 7.6 / 7.5 eV
energy relative to the best compared isomer or geometry (same formula, charge and spin) = 6.9 kcal per mole
total charge = 0

Atoms and positions in Å:
C (-0.08465, -2.21350, 0.41939)
C (0.08987, 2.40554, 0.09797)
N (-0.00118, 0.11760, 0.09143)
O (-0.57294, -0.90665, 0.70372)
O (-0.32145, 1.22366, 0.76187)
O (-1.28959, 0.37899, -1.48729)
I (-0.42533, -0.04057, -3.12881)
H (-0.68920, -2.84953, 1.01539)
H (0.91804, -2.32224, 0.87901)
H (-0.06943, -2.45949, -0.65302)
H (-0.15007, 2.35149, -0.90812)
H (1.16831, 2.47445, 0.12636)
H (-0.40343, 3.26330, 0.54672)

Record 12
Below is a cluster of 2 separate species, C2H6INO3 in total in a non-equilibrium geometry, with properties calculated with the ωB97M-V functional and the def2-TZVPD basis.

Properties
HOMO energy (spin up / spin down) = -7.55 / -7.55 eV
Kohn-Sham gap (spin up / spin down) = 5.7 / 5.6 eV
energy relative to the best compared isomer or geometry (same formula, charge and spin) = 38.7 kcal per mole
total charge = 0

Atoms and positions in Å:
C (-0.79526, -1.61215, 1.25055)
C (0.26949, 1.97006, -0.97369)
N (-0.66383, 0.30836, 0.29846)
O (-1.56073, -0.62358, 0.49858)
O (-0.90243, 1.20715, -0.67499)
O (0.94796, -1.12680, -1.01540)
I (2.74493, -1.13304, -0.47156)
H (-0.15172, -1.23834, 2.14824)
H (-0.07094, -2.01402, 0.64724)
H (-1.55364, -2.33981, 1.46157)
H (0.68009, 1.75125, -1.88893)
H (1.09615, 1.89342, -0.13858)
H (-0.04009, 2.95748, -1.14148)